{
  "formula": "H2N3O2S",
  "method": "the ωB97M-V functional and the def2-TZVPD basis",
  "symbols": ["S", "O", "O", "N", "N", "N", "H", "H"],
  "coordinates": [[-2.274, -1.451, -0.006], [-1.199, 2.189, -0.211], [-3.252, 0.820, 0.171], [0.074, 0.200, -0.318], [-2.219, 0.198, -0.057], [-1.080, 0.878, -0.054], [0.612, 0.591, -1.024], [-0.319, -0.811, -0.375]],
  "atomic_forces_ev_per_a": [[0.6, -2.5, -0.2], [1.2, -1.8, 0.4], [-1.3, 1.2, -0.1], [-1.4, -3.0, 2.5], [0.8, 1.0, 0.9], [-1.9, 2.9, -1.1], [0.6, 0.9, -1.9], [1.4, 1.3, -0.4]],
  "nbo_charge": [-0.3322, -0.6211, -0.4922, -0.6992, 0.1192, 0.2818, 0.3619, 0.3818],
  "gap_ev": [7.0, 7.0],
  "de_lowest_kcal_mol": 55.8,
  "spin_multiplicity": 1,
  "charge": -1,
  "e_tot_ha": -713.9983
}



{
  "formula": "B4CsF16",
  "method": "the ωB97M-V functional and the def2-TZVPD basis",
  "symbols": ["Cs", "F", "F", "F", "F", "F", "F", "F", "F", "F", "F", "F", "F", "F", "F", "F", "F", "B", "B", "B", "B"],
  "coordinates": [[-0.141, -0.583, -0.241], [-0.708, -3.577, 1.263], [-1.999, -1.868, 1.782], [-3.352, 1.933, -2.412], [3.990, -1.175, -0.273], [4.001, -1.533, -2.573], [-1.045, 1.797, -2.171], [-2.184, -2.714, -0.322], [-2.155, 3.484, -1.207], [-2.429, 1.258, -0.420], [1.936, 1.743, 1.044], [-0.041, 1.096, 2.052], [-2.971, -3.939, 1.509], [0.458, 3.346, 1.738], [2.055, -1.784, -1.437], [1.622, 2.079, 3.287], [2.965, 0.323, -1.655], [-2.265, 2.103, -1.544], [3.267, -1.019, -1.461], [-1.983, -3.053, 1.015], [0.978, 2.081, 2.025]],
  "atomic_forces_ev_per_a": [[0.0, 0.5, 0.1], [0.3, -0.8, -0.6], [-0.6, 0.2, 0.1], [-0.3, -0.1, -0.3], [0.0, -0.3, -0.1], [0.3, 0.1, 0.1], [0.0, -0.6, -0.4], [-0.2, -0.6, -0.4], [-0.6, -0.3, 0.3], [-0.2, 0.5, -0.3], [-0.3, -0.1, 0.1], [0.1, 0.4, 0.1], [0.0, -0.1, -0.4], [-0.1, 0.1, 0.2], [0.5, 0.0, 0.1], [0.0, 0.2, 0.3], [0.0, 0.1, -0.2], [0.6, 0.7, 0.3], [-0.2, -0.3, -0.4], [0.1, 0.6, 1.4], [0.5, -0.3, -0.2]],
  "nbo_charge": [0.9758, -0.5802, -0.5837, -0.5877, -0.5742, -0.5994, -0.5848, -0.5754, -0.5879, -0.5795, -0.5780, -0.5890, -0.5880, -0.5751, -0.6032, -0.5956, -0.5644, 1.3457, 1.3465, 1.3341, 1.3439],
  "gap_ev": 9.7,
  "de_lowest_kcal_mol": 0.0,
  "spin_multiplicity": 1,
  "charge": -3,
  "e_tot_ha": -1718.4759
}



{
  "formula": "C6H11NO",
  "method": "the ωB97M-V functional and the def2-TZVPD basis",
  "symbols": ["O", "N", "C", "C", "C", "C", "C", "C", "H", "H", "H", "H", "H", "H", "H", "H", "H", "H", "H"],
  "coordinates": [[-1.990, -1.136, -0.245], [-1.836, -0.332, 1.891], [0.271, -0.713, 0.624], [-1.305, 1.297, -0.194], [-0.502, 1.457, -1.153], [0.906, -0.658, -0.691], [-1.346, -0.426, 0.551], [2.346, -0.227, -0.809], [3.003, -1.008, -0.416], [0.605, -1.463, -1.361], [0.268, 0.361, -1.229], [2.529, 0.683, -0.235], [2.631, -0.049, -1.848], [0.248, -1.721, 1.032], [-2.835, -0.478, 1.936], [-0.119, 2.127, -1.898], [0.728, -0.020, 1.333], [-2.095, 1.857, 0.269], [-1.508, 0.448, 2.442]],
  "atomic_forces_ev_per_a": [[0.2, 0.5, 0.2], [0.1, 0.1, -0.2], [-0.4, 0.5, -0.2], [0.6, 0.2, -0.6], [-0.6, 0.1, 0.8], [-0.4, 0.6, -0.3], [0.3, -1.2, 0.2], [0.0, 0.0, 0.0], [0.0, 0.0, 0.0], [0.0, 0.0, 0.0], [0.3, -0.7, 0.2], [0.0, 0.0, 0.0], [0.0, 0.0, 0.0], [-0.1, 0.0, 0.0], [0.0, 0.1, 0.0], [0.1, -0.2, -0.1], [0.0, -0.1, 0.0], [-0.1, -0.1, 0.0], [-0.1, 0.0, -0.1]],
  "nbo_charge": [-0.6748, -0.8704, -0.4947, -0.2562, -0.2564, -0.1911, 0.5830, -0.6276, 0.2248, 0.2346, 0.1791, 0.2132, 0.2163, 0.2674, 0.3850, 0.2470, 0.2046, 0.2521, 0.3643],
  "gap_ev": [8.0, 8.0],
  "de_lowest_kcal_mol": 117.3,
  "spin_multiplicity": 1,
  "charge": 0,
  "e_tot_ha": -365.0446
}



{
  "formula": "C31H25Cl2N6O9S2V",
  "method": "the ωB97M-V functional and the def2-TZVPD basis",
  "symbols": ["V", "Cl", "Cl", "S", "S", "O", "O", "O", "O", "O", "O", "O", "O", "O", "N", "N", "N", "N", "N", "N", "C", "C", "C", "C", "C", "C", "C", "C", "C", "C", "C", "C", "C", "C", "C", "C", "C", "C", "C", "C", "C", "C", "C", "C", "C", "C", "C", "C", "C", "C", "C", "H", "H", "H", "H", "H", "H", "H", "H", "H", "H", "H", "H", "H", "H", "H", "H", "H", "H", "H", "H", "H", "H", "H", "H", "H"],
  "coordinates": [[0.183, -0.542, 0.087], [5.764, 3.183, -2.372], [1.061, 5.971, -2.780], [0.080, -0.825, -2.431], [-4.015, 2.244, -1.419], [-1.485, 0.368, 0.424], [-1.489, -3.605, 1.980], [-1.951, -3.410, 4.460], [-3.628, 2.477, -2.808], [-0.546, -2.302, 0.418], [-1.517, -1.949, 6.087], [1.738, 0.326, -0.144], [-4.942, 3.198, -0.883], [3.470, 1.708, -0.319], [-0.113, -0.291, 4.323], [0.328, -0.541, 2.195], [1.768, 1.013, -3.517], [-0.270, 1.706, -3.442], [-2.675, 2.060, -0.516], [3.388, 4.384, -1.228], [-3.490, -0.151, -0.812], [-3.528, -1.536, -0.754], [0.518, 0.667, -3.116], [2.800, 5.566, -4.740], [-0.858, -2.596, 1.619], [-5.756, -1.456, -1.697], [3.921, 5.051, -5.362], [-0.716, -1.462, 3.952], [2.365, 4.779, -0.323], [-4.670, -2.178, -1.212], [-1.434, -2.294, 4.925], [0.408, 5.486, 1.521], [1.244, 2.573, -0.756], [-0.431, -1.601, 2.619], [-4.563, 0.552, -1.340], [2.258, 1.475, -0.347], [2.393, 6.029, 0.280], [1.345, 3.873, -0.009], [1.417, 6.381, 1.199], [0.503, 0.242, 3.241], [-2.441, 0.775, -0.298], [-5.709, -0.069, -1.780], [0.471, 2.707, -4.024], [1.277, 1.509, 3.286], [3.478, 4.633, -2.577], [4.820, 4.309, -4.615], [1.749, 2.278, -4.076], [2.953, 0.209, -3.314], [0.368, 4.243, 0.905], [4.602, 4.116, -3.268], [2.570, 5.353, -3.390], [-6.536, 0.509, -2.171], [3.770, 3.469, -0.954], [-1.785, -3.513, 3.465], [5.709, 3.894, -5.071], [-0.446, 3.552, 1.096], [-1.282, 1.799, -3.317], [0.613, 2.373, 3.252], [2.075, 6.134, -5.307], [-0.365, 5.768, 2.225], [-6.646, -1.978, -2.025], [3.169, 6.733, 0.004], [3.055, -0.546, -4.094], [-2.682, -2.099, -0.382], [0.241, 2.162, -0.644], [1.862, 1.564, 4.205], [3.825, 0.861, -3.320], [0.022, 3.639, -4.318], [-0.154, 0.065, 5.264], [1.436, 7.365, 1.652], [4.090, 5.217, -6.417], [2.641, 2.754, -4.446], [-4.719, -3.258, -1.186], [2.886, -0.297, -2.352], [1.425, 2.790, -1.813], [1.946, 1.559, 2.430]],
  "atomic_forces_ev_per_a": [[-1.2, -0.6, -0.5], [0.0, 0.0, 0.0], [0.0, 0.0, 0.1], [-0.3, -0.2, -0.1], [0.3, 0.2, -1.2], [-1.0, 0.6, -0.5], [0.0, 0.1, -0.2], [-0.1, 0.2, 0.5], [0.1, -0.1, 0.4], [-0.4, -1.7, 0.4], [0.0, 0.1, 0.0], [3.0, 1.7, -0.2], [-0.1, -0.2, 0.4], [-0.2, 0.1, 0.1], [-0.1, -0.2, 0.0], [-0.2, 0.1, 0.3], [-0.3, 0.2, 0.1], [-0.6, 0.6, -0.2], [0.0, -0.3, -0.1], [0.1, -0.2, -0.1], [-0.4, -0.4, 0.0], [0.1, 0.1, 0.0], [0.1, -0.5, 0.0], [0.0, 0.0, 0.0], [-0.1, -0.4, -0.1], [0.0, 0.0, 0.0], [0.0, 0.0, -0.1], [0.2, 0.0, -0.3], [-0.3, 0.1, 0.1], [-0.1, 0.0, 0.0], [-0.2, -0.2, 0.2], [-0.1, 0.0, -0.1], [0.2, -0.2, 0.4], [0.0, 0.3, 0.3], [0.5, 0.0, 0.2], [0.1, 0.4, -0.4], [0.1, 0.0, -0.1], [0.1, 0.0, -0.1], [0.0, 0.1, 0.0], [0.2, -0.1, 0.1], [-0.1, 0.6, 0.7], [-0.1, 0.1, -0.1], [0.0, 0.2, -0.2], [-0.1, 0.0, -0.1], [-0.1, 0.2, -0.1], [0.1, 0.0, 0.0], [0.0, -0.1, -0.2], [0.2, -0.3, 0.0], [0.1, -0.1, 0.0], [-0.1, 0.1, 0.1], [0.2, 0.0, 0.2], [0.0, 0.0, 0.0], [0.0, 0.1, -0.1], [0.0, -0.2, -0.3], [0.0, 0.0, 0.0], [0.0, 0.0, 0.0], [0.4, -0.4, 0.3], [0.0, 0.1, 0.0], [0.0, 0.0, 0.1], [0.0, 0.0, 0.0], [0.0, 0.0, 0.0], [0.1, -0.1, 0.0], [-0.1, 0.0, 0.0], [0.0, 0.0, 0.1], [-0.1, 0.1, -0.1], [0.0, 0.0, 0.0], [0.0, 0.0, 0.0], [0.1, 0.0, 0.0], [0.1, 0.0, 0.0], [0.0, 0.0, 0.0], [0.0, 0.0, 0.0], [-0.1, -0.1, 0.0], [0.0, 0.0, 0.0], [0.0, 0.1, 0.0], [0.0, -0.1, 0.2], [0.0, 0.0, 0.0]],
  "mulliken_charge": [0.8951, -0.2018, -0.1321, -0.5023, 1.0757, -0.3224, -0.9014, -0.5788, -0.7126, -0.6623, -0.6664, -0.5843, -0.6993, -0.9468, -0.0693, 0.1591, 0.4661, 0.3659, -0.3711, -0.0938, 0.5271, -0.1867, -0.2422, -0.6501, 0.9654, -0.3755, -0.4126, 0.2029, -0.5778, -0.9519, 0.4472, -0.9356, 3.4970, 0.1858, -0.1182, 0.3850, -0.2379, 0.0056, -0.6169, 0.3282, 0.1741, -0.6751, -0.8579, -1.2895, -0.8278, -0.7316, -0.8145, -0.7769, -0.2842, 0.8561, 0.8328, 0.4312, 0.2977, 0.4435, 0.4221, 0.6824, 0.1873, 0.2725, 0.4224, 0.4327, 0.3731, 0.4749, 0.3204, 0.5724, -1.0990, 0.4825, 0.2281, 0.5478, 0.2283, 0.3757, 0.3592, 0.9017, 0.4256, 0.2911, -1.5447, 0.1097],
  "gap_ev": [5.6, 5.1],
  "spin_multiplicity": 2,
  "s2": 0.77,
  "charge": -1,
  "e_tot_ha": -4863.1000
}



{
  "formula": "C20H24N2O6S3",
  "method": "the ωB97M-V functional and the def2-TZVPD basis",
  "symbols": ["S", "S", "S", "O", "O", "O", "O", "O", "O", "N", "N", "C", "C", "C", "C", "C", "C", "C", "C", "C", "C", "C", "C", "C", "C", "C", "C", "C", "C", "C", "C", "H", "H", "H", "H", "H", "H", "H", "H", "H", "H", "H", "H", "H", "H", "H", "H", "H", "H", "H", "H", "H", "H", "H", "H"],
  "coordinates": [[2.637, -1.161, 0.567], [-2.451, -1.661, -0.750], [-0.028, 3.460, -0.002], [-1.225, -2.033, -0.981], [1.432, -1.929, 0.976], [0.654, 4.214, -0.861], [-0.837, 4.310, 0.892], [4.025, -1.613, 1.251], [-3.711, -2.011, -1.305], [2.591, -0.852, -0.854], [-2.623, -1.321, 1.145], [1.994, 1.800, 3.011], [-1.176, 2.300, -0.954], [-3.705, -2.743, 2.651], [2.162, 0.391, 1.054], [1.422, 1.357, 0.351], [2.700, -2.804, -2.470], [1.165, 2.683, 2.276], [2.532, 0.788, 2.508], [-3.816, -1.720, 1.675], [4.197, -2.318, -2.630], [-2.515, 1.896, -3.033], [-2.350, 0.136, -1.137], [-1.468, -1.976, 1.791], [3.957, -1.062, -1.662], [0.941, 2.363, 1.037], [-2.265, -3.169, 2.279], [-2.867, 0.480, -2.259], [-1.754, 2.760, -2.261], [-1.510, 0.907, -0.572], [1.849, -1.665, -1.972], [-1.386, 3.666, -2.538], [-1.785, -3.595, 2.831], [-4.201, -0.731, 2.272], [-2.932, 2.385, -3.854], [-4.465, -1.626, 0.757], [4.261, -2.089, -3.620], [2.296, -3.343, -3.295], [-4.475, -3.553, 2.242], [-3.870, -2.400, 3.736], [3.119, 0.093, 3.324], [1.005, -2.071, -1.255], [-1.292, -1.570, 2.671], [-0.617, -2.002, 1.176], [4.942, -3.042, -2.348], [-2.335, -3.925, 1.554], [2.286, 2.202, 3.878], [1.718, -1.032, -2.876], [1.316, 0.911, -0.505], [4.681, -1.045, -0.961], [0.810, 3.857, 2.710], [-1.269, 0.728, 0.661], [-3.474, -0.001, -3.091], [2.601, -3.549, -1.499], [4.201, -0.241, -2.224]],
  "atomic_forces_ev_per_a": [[1.9, -4.3, 11.2], [-12.2, 9.2, 6.6], [-8.2, -3.0, 7.2], [12.2, -5.7, -3.0], [2.1, 0.2, -0.9], [5.9, 4.2, -7.1], [0.4, -1.9, -0.5], [-5.5, 2.1, -3.4], [-0.3, -1.8, -0.5], [3.5, -1.7, -13.8], [4.3, 1.0, -5.1], [-3.5, 6.5, 0.0], [-1.4, -2.8, -1.6], [-0.5, -4.1, 0.7], [1.6, 4.0, 6.2], [4.3, -5.5, 4.0], [1.0, -2.8, 4.4], [0.0, 4.1, 4.2], [2.7, -9.1, -3.2], [-4.4, 7.5, -0.6], [-4.4, 0.2, 3.8], [0.8, -2.3, 6.3], [-2.5, -5.9, -0.9], [-4.6, -1.8, -2.1], [0.8, -0.7, -0.3], [-3.2, 3.7, -3.4], [-7.4, 5.5, -9.5], [-2.5, 5.4, -10.5], [1.2, -3.8, 3.1], [6.2, 8.6, 8.5], [-2.3, -0.7, 2.2], [0.5, 2.7, -1.2], [9.1, -8.4, 12.4], [0.4, -1.8, -1.2], [-1.1, -0.5, -1.7], [-0.5, -1.3, 1.4], [0.8, 1.3, -2.6], [-0.5, -0.2, -0.7], [1.6, 1.1, 1.9], [0.2, -0.8, -1.8], [-1.1, 1.5, -2.9], [0.7, 0.9, -2.7], [1.4, 3.2, 3.8], [0.8, -0.6, -0.5], [0.1, 0.0, 0.5], [-0.4, -0.8, -1.9], [0.9, 0.8, 3.7], [-0.9, 0.4, 1.3], [-1.6, -0.6, -5.7], [2.4, -0.2, 2.6], [0.9, -4.1, -1.3], [-0.2, -0.1, -3.7], [0.6, -0.5, 2.2], [0.7, 1.2, -2.5], [-0.5, 2.5, -1.3]],
  "nbo_charge": [2.2950, 2.3175, 2.2076, -0.9250, -0.9481, -0.9347, -0.9541, -0.8880, -0.9032, -0.8023, -0.5711, -0.2527, -0.2783, -0.4379, -0.3037, -0.2011, -0.4160, -0.1130, -0.1380, -0.2688, -0.4097, -0.2036, -0.4307, -0.2652, -0.1957, -0.3466, -0.3590, -0.1228, -0.1932, -0.1674, -0.2366, 0.2168, 0.1684, 0.1708, 0.2228, 0.2509, 0.2041, 0.2296, 0.2281, 0.2254, 0.2561, 0.2920, 0.1848, 0.2670, 0.2311, 0.1896, 0.2147, 0.2193, 0.2516, 0.2312, 0.2788, 0.2522, 0.2483, 0.2028, 0.2099],
  "gap_ev": 8.5,
  "de_lowest_kcal_mol": 427.4,
  "spin_multiplicity": 1,
  "charge": 0,
  "e_tot_ha": -2531.3158
}



{
  "formula": "C4H5N3S",
  "method": "the ωB97M-V functional and the def2-TZVPD basis",
  "symbols": ["S", "N", "N", "N", "C", "C", "C", "C", "H", "H", "H", "H", "H"],
  "coordinates": [[3.931, 0.271, -0.047], [-0.008, 2.320, -0.107], [0.273, -1.131, -0.076], [-0.970, -0.927, -0.273], [1.101, -0.099, -0.264], [0.546, 1.271, -0.108], [-1.871, 0.269, 0.063], [2.488, -0.434, 0.048], [-1.486, 1.099, 0.797], [-3.107, 0.128, 0.521], [2.534, -1.512, 0.016], [-1.459, -1.894, 0.418], [-1.971, 0.638, -0.989]],
  "atomic_forces_ev_per_a": [[-0.3, 0.9, 0.4], [2.8, -3.4, 0.1], [3.0, 2.5, -1.3], [-6.2, -5.2, 5.5], [-0.4, 0.6, 2.8], [-0.7, 3.1, -1.3], [-2.5, 1.9, 0.3], [0.1, -1.0, -1.9], [-0.6, -2.3, -1.7], [4.0, -0.8, -1.6], [-0.1, -0.5, 0.6], [1.4, 3.5, -3.3], [-0.4, 0.6, 1.4]],
  "nbo_charge": [0.0714, -0.3118, -0.0744, -0.3355, -0.0845, 0.2440, -0.5001, -0.3035, 0.2610, 0.2342, 0.2058, 0.3681, 0.2253],
  "gap_ev": 7.6,
  "de_lowest_kcal_mol": 143.2,
  "spin_multiplicity": 1,
  "charge": 0,
  "e_tot_ha": -717.6655
}